68
Properties=species:S:1:pos:R:3:forces:R:3:nbo_charge:R:1 method="wB97M-V/def2-TZVPD" smiles="CCc1ccccc1N(C(=O)CCC(=O)Nc1cc(C)on1)[C@H](C(=O)NC1CCCC1)c1ccco1" orbital_gap_ev=9.20 e_above_lowest_kcal_mol=75.3
O 6.422175 0.200999 0.688161 0.32 0.83 -0.08 -0.274
O 2.335701 -0.373725 -1.806910 -0.03 0.32 -0.10 -0.616
O 1.930836 -1.703757 1.750841 0.16 0.02 0.22 -0.627
O -2.099972 0.358100 2.845242 -0.15 -0.20 0.42 -0.622
O 0.649468 1.699611 -0.106689 -0.37 -0.27 -0.15 -0.435
N -1.975676 1.300158 0.797981 -0.08 0.29 -0.25 -0.622
N -0.013552 -1.118077 0.785316 -0.34 0.33 0.13 -0.489
N 3.742776 -1.609497 -0.523401 0.35 -0.33 0.16 -0.607
N 5.660688 -0.916547 0.600872 -0.79 -1.10 -0.07 -0.175
C 4.784214 0.685612 -0.713987 0.51 0.11 0.24 -0.374
C -3.278546 1.929615 0.812191 -0.24 -0.11 0.28 -0.068
C 2.045138 1.615608 1.623794 -0.64 -0.30 -0.18 -0.273
C -1.941320 -0.981526 -2.364683 0.02 0.03 -0.03 -0.216
C -2.333554 -4.203681 1.542073 0.00 0.17 0.06 -0.591
C 0.888312 1.123700 1.096776 0.67 0.01 0.87 0.268
C 2.540505 2.555185 0.687214 -0.38 0.20 -0.47 -0.305
C 2.618522 -1.419362 -1.263744 -0.07 -0.55 -0.26 0.696
C 1.064973 -1.921386 0.924958 -0.03 -0.71 0.00 0.703
C -3.817149 2.221948 -1.510976 -0.20 0.05 0.06 -0.408
C -2.185751 -2.078655 0.202480 0.13 0.13 0.05 -0.019
C -3.150927 3.433277 0.493700 -0.04 0.10 0.03 -0.409
C 6.582864 2.478618 -0.144413 0.08 -0.24 0.17 -0.661
C 1.655048 2.559965 -0.342416 0.76 0.47 0.21 0.094
C -2.353065 -2.674733 1.571445 -0.02 -0.17 0.06 -0.436
C -3.180088 -2.253528 -0.754767 0.04 0.00 -0.05 -0.211
C -0.941205 -0.788454 -1.429630 -0.04 -0.05 -0.01 -0.256
C -0.045200 0.083668 1.628822 0.13 0.14 0.08 -0.177
C -3.062960 -1.719507 -2.025038 -0.06 -0.06 -0.01 -0.203
C -1.055948 -1.341207 -0.158121 -0.23 -0.28 -0.41 0.206
C 5.901863 1.162220 -0.093787 -0.65 -0.30 -0.44 0.331
C 1.163890 -3.104686 -0.028259 0.12 0.03 0.15 -0.502
C 1.746901 -2.662612 -1.384035 -0.11 0.14 -0.11 -0.487
C 4.677645 -0.642478 -0.224571 0.77 0.73 0.21 0.318
C -3.720714 3.628959 -0.920973 0.04 0.05 -0.10 -0.410
C -4.171104 1.365938 -0.299877 0.11 -0.03 -0.01 -0.406
C -1.488067 0.589924 1.824159 0.39 -0.03 -0.18 0.688
H 2.490319 1.330038 2.553615 0.06 -0.16 0.22 0.241
H -4.066663 -2.811379 -0.490126 -0.11 -0.08 0.04 0.214
H -1.568223 -2.317624 2.237620 -0.13 0.06 0.02 0.226
H -1.406289 1.444536 -0.022475 0.05 -0.03 0.17 0.416
H 0.333123 -0.214113 2.615250 -0.17 0.21 -0.24 0.274
H -3.098986 4.287902 -1.524886 -0.05 0.09 -0.03 0.210
H 0.939948 -2.420938 -2.076951 0.19 0.01 0.04 0.242
H -3.099682 -4.591410 0.874502 -0.05 -0.09 -0.05 0.201
H -1.366908 -4.572114 1.205134 0.07 -0.09 -0.04 0.198
H -3.688494 1.741711 1.806932 0.05 0.04 -0.16 0.241
H -4.717429 4.067659 -0.863712 -0.03 0.04 -0.04 0.200
H -5.218130 1.512727 -0.033700 -0.10 0.02 0.01 0.204
H -2.854946 1.909161 -1.919708 0.08 -0.05 -0.08 0.192
H 2.340187 -3.471014 -1.815838 -0.03 0.01 -0.01 0.232
H -3.694229 4.031795 1.222622 0.04 0.04 0.05 0.217
H -3.851550 -1.870376 -2.747128 -0.08 -0.01 -0.06 0.217
H -1.846083 -0.556754 -3.352564 0.02 0.05 -0.09 0.219
H 3.433648 3.138661 0.773427 0.18 0.15 -0.06 0.227
H 1.625299 3.099993 -1.267805 -0.08 0.02 -0.15 0.204
H -3.308029 -2.337658 1.981397 0.07 0.06 0.05 0.226
H 7.611221 2.356169 -0.480334 0.05 0.06 -0.04 0.236
H -2.102543 3.728486 0.542440 0.00 0.03 0.07 0.212
H -4.560939 2.154762 -2.303134 0.05 -0.04 -0.12 0.214
H 1.819939 -3.834447 0.449564 -0.10 0.08 0.06 0.232
H 6.055740 3.138282 -0.826731 -0.01 0.04 -0.03 0.230
H 0.186039 -3.558992 -0.184247 0.07 -0.06 -0.02 0.237
H -3.995070 0.303876 -0.458507 -0.06 -0.03 0.07 0.224
H -0.059649 -0.215142 -1.676722 0.12 0.03 0.00 0.257
H -2.515796 -4.594634 2.539735 -0.01 -0.10 0.07 0.216
H 4.128102 1.174923 -1.398584 -0.09 0.14 -0.10 0.261
H 6.607383 2.925415 0.848383 0.01 0.10 0.04 0.233
H 3.851984 -2.459166 0.012771 -0.15 0.03 -0.07 0.423